i.
The following is a DFT calculation (wB97M-V/def2-TZVPD) of a molecular structure, C3H9NO2S.

Values from the calculation:
* lowest unoccupied orbital energy: 6.12 eV
* HOMO-LUMO gap: 5.68 eV

```
! wB97M-V def2-TZVPD RIJCOSX def2/J DEFGRID3
* xyz -2 1
C -1.0499 0.4191 0.1909
O -1.9259 -0.6562 0.0515
C 0.4244 0.0823 0.0592
C 1.3349 1.3547 0.1272
S 1.8721 1.9627 1.7776
N 0.8208 -0.9318 1.0283
H -1.2343 1.1664 -0.5927
H -1.1815 0.9180 1.1696
H 0.5933 -0.2983 -0.9547
H 0.8457 2.2125 -0.3478
H 2.1733 1.1473 -0.5436
H 1.7361 -0.7076 1.3955
H 0.1130 -1.0158 1.7420
H -1.7626 -1.2761 -1.0661
H -1.0628 -2.5449 -1.9478
O -1.6966 -1.8321 -2.0891
*
```

---

ii.
The following is a DFT calculation (wB97M-V/def2-TZVPD) of 2 unconnected molecules or ions with the total composition C3H9NO2S.

Values from the calculation:
* lowest unoccupied orbital energy: 5.83 eV
* HOMO-LUMO gap: 6.08 eV

```
! wB97M-V def2-TZVPD RIJCOSX def2/J DEFGRID3
* xyz -2 1
C -0.1885 -0.8017 0.3725
O -1.4916 -1.0288 0.9274
C -0.0925 0.6182 -0.2249
C 1.3374 0.9573 -0.6293
S 1.9527 -0.0069 -2.0746
N -1.0325 0.8091 -1.3379
H 0.5747 -0.9612 1.1390
H -0.0336 -1.5448 -0.4092
H -0.4417 1.2147 0.6340
H 1.9668 0.7115 0.2226
H 1.3788 2.0316 -0.8373
H -0.6120 0.2861 -2.1115
H -1.8463 0.2371 -1.1215
H -1.4442 -0.8989 1.8923
H -2.3395 0.0644 4.0512
O -1.7586 -0.6449 4.3576
*
```

---

iii.
The following is a DFT calculation (wB97M-V/def2-TZVPD) of 2 unconnected molecules or ions with the total composition C3H9NO2S.

Values from the calculation:
* lowest unoccupied orbital energy: 6.10 eV
* HOMO-LUMO gap: 5.82 eV

```
! wB97M-V def2-TZVPD RIJCOSX def2/J DEFGRID3
* xyz -2 1
C 0.2093 -0.6036 0.2660
C 1.6572 -0.9524 -0.1108
S 1.8447 -2.4396 -1.1756
N -0.1159 0.7983 0.5857
C -0.5370 1.7011 -0.5224
O -1.7400 2.2509 -0.3843
H -0.4558 -0.9130 -0.5417
H -0.1164 -1.2422 1.1075
H 2.3816 -1.0915 0.6994
H 2.0427 -0.1488 -0.7440
H 0.6434 1.1387 1.1584
H -0.3361 1.1979 -1.4940
H 0.3037 2.4912 -0.5678
H -2.6222 1.9542 1.4411
H -2.1263 0.6453 1.8295
O -2.7843 1.2836 2.1419
*
```

---

Which of them is the most stable? Correct choice: ii.

---

i.
The following is a DFT calculation (wB97M-V/def2-TZVPD) of a molecular structure, C7H14BF4N9PdS2.

Values from the calculation:
* lowest unoccupied orbital energy (spin up / spin down): 0.42 / -1.34 eV
* HOMO-LUMO gap (spin up / spin down): 8.35 / 6.51 eV

```
! wB97M-V def2-TZVPD RIJCOSX def2/J DEFGRID3
* xyz 0 3
Pd 0.2448 -0.9434 0.7541
N 0.2435 -3.2146 1.0876
H 0.4143 -3.7975 0.2796
H -0.6552 -3.4347 1.4950
H 0.9756 -3.3294 1.7775
F -0.0423 3.2269 0.1694
B 0.1965 1.9097 0.4652
F -0.7067 1.4503 1.4809
F 1.5019 1.6680 0.9185
F -0.0156 1.0654 -0.6814
S 0.8550 0.8357 4.8075
C 1.0545 -0.1746 3.5843
N 1.2326 -0.9450 2.6973
C 0.8342 -0.5192 -4.1691
C 2.3197 -0.5330 -3.8052
C 2.5284 -0.5867 -2.3257
N 1.8412 -1.2809 -1.4979
N 2.2422 -1.1430 -0.1919
C 3.2413 -0.3154 -0.0329
N 3.7979 -0.0604 1.1677
S 3.7946 0.3463 -1.5394
H 0.7171 -0.5287 -5.2532
H 0.3498 0.3718 -3.7690
H 0.3330 -1.3917 -3.7537
H 2.8207 0.3501 -4.2014
H 2.8012 -1.4051 -4.2550
H 3.1748 -0.2735 1.9455
H 4.2949 0.8102 1.2539
N -5.5398 1.7424 0.8830
C -4.2921 1.2845 1.1104
N -3.4629 2.0413 1.8310
N -3.9920 0.1112 0.6034
C -2.8665 -0.5176 0.6869
N -1.9565 -1.2480 0.7009
H -5.9017 2.5270 1.3920
H -6.1859 1.1184 0.4352
H -3.7191 2.9727 2.1016
H -2.4738 1.8102 1.8474
*
```

---

ii.
The following is a DFT calculation (wB97M-V/def2-TZVPD) of a molecular structure, C7H14BF4N9PdS2.

Values from the calculation:
* lowest unoccupied orbital energy (spin up / spin down): 0.44 / -1.87 eV
* HOMO-LUMO gap (spin up / spin down): 8.81 / 6.58 eV

```
! wB97M-V def2-TZVPD RIJCOSX def2/J DEFGRID3
* xyz 0 3
Pd 0.0748 0.0610 0.1412
N -1.2106 1.1244 1.7474
H -1.7891 1.7926 1.2477
H -0.5596 1.6189 2.3488
H -1.7964 0.4927 2.2842
F 1.8191 1.0896 -1.3861
B 1.0159 2.2139 -1.1668
F -0.2876 1.8742 -1.6294
F 1.4906 3.3171 -1.7667
F 0.8702 2.3561 0.2294
S 1.7078 -4.1196 -0.9761
C 1.0903 -2.6532 -0.9882
N 0.6145 -1.5810 -1.0636
C -4.9088 -3.1754 1.4463
C -3.6472 -3.6933 0.7533
C -3.0248 -2.6105 -0.0493
N -2.4676 -1.5618 0.4236
N -2.0477 -0.6868 -0.4971
C -2.2710 -1.0666 -1.7301
N -1.9675 -0.3278 -2.7991
S -3.0831 -2.6171 -1.8171
H -5.3840 -3.9753 2.0066
H -5.6095 -2.7952 0.7074
H -4.6524 -2.3725 2.1306
H -3.8974 -4.5262 0.0942
H -2.9331 -4.0429 1.5022
H -1.3597 0.4664 -2.6357
H -1.9720 -0.7493 -3.7108
N 6.0411 -0.9726 0.0640
C 4.7524 -1.2330 0.3643
N 4.2932 -2.4786 0.1533
N 4.0608 -0.2788 0.9186
C 2.8271 -0.2895 1.2375
N 1.7399 -0.1778 1.6435
H 6.5727 -1.6124 -0.4996
H 6.3444 -0.0166 0.1253
H 4.8350 -3.1430 -0.3738
H 3.3094 -2.6882 0.2578
*
```

---

Which of them is the most stable? Correct choice: i.

---

i.
The following is a DFT calculation (wB97M-V/def2-TZVPD) of a gas-phase ion, C4H6N (charge +1).

Values from the calculation:
* lowest unoccupied orbital energy: -5.79 eV
* HOMO-LUMO gap: 9.93 eV
* SMILES string: C=C=C=[NH+]C

```
! wB97M-V def2-TZVPD RIJCOSX def2/J DEFGRID3
* xyz 1 1
C -0.5530 2.7429 -0.2127
C -0.7730 1.5471 -0.6732
C -0.3103 0.3784 -0.8935
N 0.4110 -0.6642 -0.8375
C 0.4288 -1.6900 0.2542
H -0.1844 3.6165 -0.7814
H -0.9575 3.0357 0.7487
H 1.1386 -0.9782 -1.3944
H 1.4148 -2.2624 0.0110
H 0.3318 -1.1235 1.1631
H -0.5517 -2.2091 0.0743
*
```

---

ii.
The following is a DFT calculation (wB97M-V/def2-TZVPD) of a gas-phase ion, C4H6N (charge +1).

Values from the calculation:
* lowest unoccupied orbital energy (spin up / spin down): -6.47 / -6.46 eV
* HOMO-LUMO gap (spin up / spin down): 7.40 / 7.41 eV

```
! wB97M-V def2-TZVPD RIJCOSX def2/J DEFGRID3
* xyz 1 1
C -1.6537 -0.3818 0.1109
C -3.4404 0.2226 0.1750
C -0.6570 -1.2780 -0.2580
C 0.4104 0.9947 0.0320
N -0.3295 -0.1089 0.5716
H -0.4787 -2.3567 0.2096
H -0.4996 -1.0362 -1.3473
H -0.1763 1.4349 -0.8806
H 0.4594 1.7423 0.8260
H 1.4382 0.7112 -0.3941
H -0.3331 -0.0430 1.5299
*
```

---

iii.
The following is a DFT calculation (wB97M-V/def2-TZVPD) of a gas-phase ion, C4H6N (charge +1).

Values from the calculation:
* lowest unoccupied orbital energy: -4.43 eV
* HOMO-LUMO gap: 10.29 eV
* SMILES string: C=[N+]1C=C1C

```
! wB97M-V def2-TZVPD RIJCOSX def2/J DEFGRID3
* xyz 1 1
C 0.1648 2.0169 -0.7446
N -0.2368 0.8026 -0.5909
C -1.2818 -0.0367 -0.9181
C -0.2952 -0.4814 -0.1270
C 0.3069 -1.4786 0.6775
H 1.0556 2.4776 -0.2259
H -0.4767 2.6096 -1.3626
H -2.0692 -0.3293 -1.4735
H -0.2919 -1.4182 1.6348
H 1.3977 -1.6010 0.8373
H -0.0516 -2.3985 0.3098
*
```

---

Which of them is the most stable? Correct choice: i.

---

i.
The following is a DFT calculation (wB97M-V/def2-TZVPD) of C23H27N3O5 in the gas phase.

Values from the calculation:
* lowest unoccupied orbital energy: 0.63 eV
* HOMO-LUMO gap: 9.29 eV
* SMILES string: C=CCN1C(=O)[C@@H]2[C@@H](C(=O)NC)[C@@]3(C)C=C[C@@]2(O3)[C@H]1C(=O)NCc1ccc(OC)cc1

```
! wB97M-V def2-TZVPD RIJCOSX def2/J DEFGRID3
* xyz 0 1
C -4.1586 -3.5694 -0.1367
C -3.4076 -3.1213 0.8511
C -3.6155 -1.7986 1.5248
N -2.4541 -0.9485 1.3946
C -1.6962 -0.5476 2.4353
O -1.8930 -0.7950 3.6059
C -0.5595 0.2892 1.8781
C -0.3638 1.6867 2.4738
C 0.9853 1.8658 3.1465
O 1.8387 2.6429 2.7699
N 1.1191 1.0552 4.2140
C 2.3092 1.0168 5.0266
C -0.6306 2.5717 1.2080
C -0.9116 4.0264 1.4872
C 0.4636 2.2620 0.2001
C 0.1751 1.0722 -0.3135
C -1.0576 0.6355 0.4443
O -1.7408 1.8638 0.6452
C -1.9978 -0.5090 0.0920
C -1.1956 -1.6019 -0.6293
O -0.5419 -2.4238 -0.0260
N -1.2767 -1.5360 -1.9721
C -0.4112 -2.3309 -2.8316
C 0.8000 -1.5303 -3.2321
C 1.8721 -1.4125 -2.3589
C 2.9618 -0.6155 -2.6645
C 2.9929 0.0840 -3.8670
O 4.0037 0.8969 -4.2713
C 5.1099 1.0739 -3.4185
C 1.9184 -0.0365 -4.7506
C 0.8366 -0.8286 -4.4319
H -3.9816 -4.5252 -0.5984
H -4.9960 -3.0045 -0.5155
H -2.5653 -3.6916 1.2154
H -3.7639 -1.9405 2.6002
H -4.4880 -1.2848 1.1033
H 0.3557 -0.3062 1.8668
H -1.1541 1.8977 3.2017
H 0.3619 0.4297 4.4504
H 3.0094 1.7423 4.6153
H 2.0787 1.2809 6.0602
H 2.7605 0.0231 5.0047
H -0.0364 4.4651 1.9584
H -1.1247 4.5478 0.5578
H -1.7686 4.1218 2.1490
H 1.2974 2.9074 0.0161
H 0.7137 0.4722 -1.0203
H -2.8457 -0.1640 -0.5088
H -1.7263 -0.7397 -2.3969
H -0.9838 -2.6441 -3.7075
H -0.1202 -3.2071 -2.2486
H 1.8520 -1.9506 -1.4223
H 3.7742 -0.5470 -1.9588
H 4.8126 1.5112 -2.4602
H 5.6356 0.1301 -3.2417
H 5.7738 1.7630 -3.9380
H 1.9575 0.5078 -5.6807
H 0.0119 -0.9082 -5.1257
*
```

---

ii.
The following is a DFT calculation (wB97M-V/def2-TZVPD) of C23H27N3O5 in the gas phase.

Values from the calculation:
* lowest unoccupied orbital energy: 0.52 eV
* HOMO-LUMO gap: 8.56 eV
* SMILES string: Cc1cc(C(=O)CN2C(=O)N[C@@](C)(CC(C)C)C2=O)c(C)n1-c1ccc2c(c1)OCO2

```
! wB97M-V def2-TZVPD RIJCOSX def2/J DEFGRID3
* xyz 0 1
C 2.5853 2.0995 -2.6287
C 1.7076 2.1112 -1.4289
C 0.6033 2.8530 -1.1424
C 0.1361 2.4653 0.1467
C -1.0562 3.0650 0.7325
O -1.3579 4.2235 0.5578
C -1.9827 2.1666 1.5603
N -2.0118 0.8025 1.0961
C -1.9199 -0.2974 1.9599
O -1.7812 -0.2327 3.1543
N -2.0171 -1.4002 1.1866
C -2.1429 -1.1043 -0.2203
C -0.8703 -1.4952 -0.9835
C -3.3750 -1.7434 -0.8775
C -4.6698 -1.6987 -0.0564
C -5.1859 -0.2757 0.1394
C -5.7298 -2.5405 -0.7671
C -2.2104 0.4258 -0.2017
O -2.3688 1.1508 -1.1472
C 1.0121 1.5027 0.6196
C 1.1248 0.7992 1.9257
N 1.9605 1.3022 -0.3437
C 3.0751 0.4414 -0.2311
C 3.0951 -0.7573 -0.9275
C 4.1829 -1.6238 -0.8490
C 5.2324 -1.2409 -0.0506
C 5.2158 -0.0304 0.6490
C 4.1519 0.8319 0.5745
O 6.3788 0.1034 1.3515
C 7.1349 -1.0577 1.0776
O 6.4065 -1.8924 0.2014
H 2.2788 2.8913 -3.3056
H 2.5213 1.1472 -3.1555
H 3.6267 2.2570 -2.3472
H 0.1256 3.5774 -1.7688
H -2.9851 2.6079 1.5144
H -1.6633 2.1484 2.6070
H -1.9521 -2.3309 1.5597
H -0.0003 -1.0504 -0.5051
H -0.9357 -1.1245 -2.0028
H -0.7529 -2.5767 -1.0000
H -3.1391 -2.7886 -1.0938
H -3.5343 -1.2295 -1.8276
H -4.4817 -2.1409 0.9285
H -4.5469 0.2899 0.8111
H -5.2336 0.2488 -0.8121
H -6.1839 -0.2976 0.5719
H -5.9502 -2.1204 -1.7457
H -5.3893 -3.5650 -0.9007
H -6.6494 -2.5602 -0.1878
H 2.0830 1.0219 2.3955
H 1.0735 -0.2830 1.7909
H 0.3369 1.0978 2.6071
H 2.2511 -1.0215 -1.5457
H 4.2035 -2.5546 -1.3895
H 4.1462 1.7724 1.0996
H 8.0899 -0.7735 0.6082
H 7.3377 -1.5959 2.0169
*
```

---

Which of them is the most stable? Correct choice: ii.

---

i.
The following is a DFT calculation (wB97M-V/def2-TZVPD) of C4H10BN in the gas phase.

Values from the calculation:
* lowest unoccupied orbital energy (spin up / spin down): 0.55 / 0.55 eV
* HOMO-LUMO gap (spin up / spin down): 6.81 / 6.81 eV

```
! wB97M-V def2-TZVPD RIJCOSX def2/J DEFGRID3
* xyz 0 1
B 0.7118 -0.7385 0.0622
C 1.6595 -1.2140 1.1619
C 0.9762 -0.3970 2.2571
C -0.1186 0.2442 -2.1989
C -1.3386 0.8439 -0.2370
N -0.1709 0.0866 -0.6506
H 1.7420 -2.2667 1.4108
H 2.7071 -0.9831 0.9499
H 1.1304 0.7037 2.2768
H 0.1192 -0.8312 2.6470
H 0.1724 1.2634 -2.4165
H 0.4852 -0.3558 -2.8341
H -1.1116 0.2224 -2.5313
H -1.2467 1.8769 -0.4920
H -2.1759 0.3993 -0.7237
H -1.5280 0.8141 0.8256
*
```

---

ii.
The following is a DFT calculation (wB97M-V/def2-TZVPD) of C4H10BN in the gas phase.

Values from the calculation:
* lowest unoccupied orbital energy (spin up / spin down): -0.52 / 0.51 eV
* HOMO-LUMO gap (spin up / spin down): 7.46 / 9.36 eV

```
! wB97M-V def2-TZVPD RIJCOSX def2/J DEFGRID3
* xyz 0 1
B -0.9620 1.0417 0.1693
C -1.3142 -0.3027 1.0135
C -0.6059 -1.5443 0.4387
C 0.8386 -1.4259 0.3125
C 1.1599 1.7141 -1.2923
N 0.1751 1.1237 -0.4950
H -1.7575 1.9104 0.2489
H -0.9717 -0.1354 2.0370
H -2.3843 -0.5055 1.0660
H -0.8320 -2.3355 1.1676
H -1.0571 -1.8221 -0.5145
H 1.4232 -1.0473 1.1290
H 1.3556 -1.7316 -0.5757
H 0.7172 2.4499 -1.9794
H 1.9269 2.2163 -0.6893
H 1.6501 0.9536 -1.9095
*
```

---

Which of them is the most stable? Correct choice: ii.

---

i.
The following is a DFT calculation (wB97M-V/def2-TZVPD) of C5H5F in the gas phase.

Values from the calculation:
* lowest unoccupied orbital energy (spin up / spin down): -0.09 / 0.10 eV
* HOMO-LUMO gap (spin up / spin down): 7.72 / 8.20 eV

```
! wB97M-V def2-TZVPD RIJCOSX def2/J DEFGRID3
* xyz 0 1
C 0.3695 -0.5714 -0.1993
C 0.7900 -1.8099 -0.6045
C -1.0704 1.0856 0.3360
C -0.1490 0.1124 1.1567
C -0.0818 0.7115 -0.8629
F 0.7599 1.6072 -1.4452
H 0.9201 -1.9204 -1.6405
H 1.0811 -2.5745 0.1466
H -2.0933 0.7543 0.3193
H -0.9576 2.0881 0.7438
H 0.4314 0.5172 2.0500
*
```

---

ii.
The following is a DFT calculation (wB97M-V/def2-TZVPD) of C5H5F in the gas phase.

Values from the calculation:
* lowest unoccupied orbital energy: 0.70 eV
* HOMO-LUMO gap: 9.45 eV
* SMILES string: C#C/C=C(/C)F

```
! wB97M-V def2-TZVPD RIJCOSX def2/J DEFGRID3
* xyz 0 1
C 3.1810 0.3552 0.1020
C 1.9179 0.1790 -0.1441
C 0.5574 -0.2578 -0.2076
C -0.6625 0.3716 -0.0614
C -2.0055 -0.2548 0.0854
F -0.6034 1.7733 -0.0513
H 4.3772 0.4120 0.2375
H 0.3989 -1.3123 -0.1522
H -2.4952 -0.0893 1.0694
H -2.6173 0.2399 -0.7896
H -2.0485 -1.4169 -0.0881
*
```

---

Which of them is the most stable? Correct choice: ii.